[1]
A molecular structure, C5H9GaO3, computed with the ωB97M-V functional and the def2-TZVPD basis.

Structure (XYZ):
```
18
Properties=species:S:1:pos:R:3:lowdin_charge:R:1
O 0.080 0.532 -1.682 -0.0926
Ga 1.027 -1.780 -3.214 0.7960
O 0.828 -1.510 -1.427 -0.2218
C 0.038 -0.626 -0.965 -0.7416
C 0.166 1.764 -0.975 -0.2389
C 0.290 2.881 -1.985 -0.0741
H -0.732 1.891 -0.351 0.1277
H 1.041 1.736 -0.310 0.1321
H -0.548 2.865 -2.696 0.0831
H 0.283 3.849 -1.465 0.0814
H 1.230 2.798 -2.548 0.0792
O -0.810 -0.770 -0.078 0.0764
C 0.076 -2.336 2.601 -0.0870
C -1.033 -2.178 3.322 -0.0877
H 0.731 -3.200 2.741 0.0432
H -1.825 -1.494 3.007 0.0471
H -1.270 -2.840 4.157 0.0394
H 0.428 -1.581 1.866 0.0384
```

Summary:
E_tot: -63848.689 eV
Frontier orbital gap: 9.16 eV

=====

[2]
A gas-phase ion, C5H9IN (charge +1), computed with the ωB97M-V functional and the def2-TZVPD basis.

Structure (XYZ):
```
16
Properties=species:S:1:pos:R:3:lowdin_charge:R:1
C -1.403 -0.322 0.318 -0.1051
C 0.260 0.455 -1.433 -0.2636
C -0.399 0.554 1.148 -0.1195
C -0.774 -0.534 -0.997 0.0106
C 1.237 -0.084 -0.518 -0.6261
N 0.923 0.021 0.941 -0.0025
I 2.652 -1.659 -0.932 0.9047
H -1.708 -1.182 0.737 0.0762
H -2.320 0.497 0.219 0.2067
H 0.781 0.313 -2.382 0.1213
H 0.153 1.578 -1.286 0.1460
H -0.373 1.545 0.764 0.1232
H -0.660 0.495 2.197 0.1470
H -0.850 -1.331 -1.568 0.0769
H 1.497 0.594 1.404 0.1197
H 0.981 -0.939 1.388 0.1844
```

Summary:
E_tot: -14910.935 eV
Frontier orbital gap (alpha / beta): 8.00 / 8.00 eV
Net charge: +1

=====

[3]
C5H9N in the gas phase, computed with the ωB97M-V functional and the def2-TZVPD basis.

Structure (XYZ):
```
15
Properties=species:S:1:pos:R:3:lowdin_charge:R:1
N 1.886 -1.360 -0.448 0.0226
C 0.917 -0.144 -0.290 -0.4143
C -0.490 0.169 0.325 -0.0644
C -1.637 -0.219 -0.193 -0.2581
C -2.842 0.123 0.369 0.0356
C 1.997 0.801 0.153 -0.1399
H 1.258 -2.247 -0.569 0.0575
H 1.050 -0.495 -1.345 0.1317
H -0.478 0.747 1.323 0.1471
H -1.632 -0.867 -1.180 0.1564
H -3.729 -0.343 -0.009 0.0384
H -3.157 0.802 1.125 0.0493
H 2.568 0.292 0.935 0.0725
H 1.581 1.756 0.511 0.0688
H 2.708 0.985 -0.706 0.0967
```

Summary:
E_tot: -6813.889 eV
Frontier orbital gap: 5.44 eV

=====

[4]
C5H9N in the gas phase, computed with the ωB97M-V functional and the def2-TZVPD basis.

Structure (XYZ):
```
15
Properties=species:S:1:pos:R:3:lowdin_charge:R:1
C -1.878 0.166 0.201 -0.1237
C -0.698 -0.632 -0.286 -0.2466
C 0.567 -0.029 0.344 -0.3784
C 1.877 -0.507 -0.252 -0.0630
C 0.400 1.433 0.197 -0.2517
N 0.467 2.581 0.047 0.1574
H -2.115 -0.014 1.248 0.0701
H -1.642 1.440 0.090 0.1476
H -2.738 -0.042 -0.395 0.0509
H -0.774 -1.688 -0.032 0.1161
H -0.633 -0.568 -1.375 0.1190
H 0.556 -0.236 1.422 0.1490
H 1.981 -1.578 -0.101 0.0808
H 1.905 -0.313 -1.326 0.0881
H 2.726 -0.013 0.220 0.0844
```

Summary:
SMILES string: CC[C@@H](C)C#N
E_tot: -6820.152 eV
Frontier orbital gap: 11.96 eV

=====

[5]
2 unconnected molecules or ions with the total composition C5H9N, computed with the ωB97M-V functional and the def2-TZVPD basis.

Structure (XYZ):
```
15
Properties=species:S:1:pos:R:3:lowdin_charge:R:1
C -0.848 -0.997 -0.292 -0.1154
C 0.500 -0.233 -2.153 -0.0059
C 0.458 -0.556 -0.867 -0.2926
N 0.409 1.408 0.534 0.0859
C 0.683 0.720 1.848 -0.1564
C -0.564 1.180 1.298 -0.2134
H -1.655 -0.754 -0.992 0.0843
H -0.802 -2.082 -0.158 0.0863
H 1.419 -0.269 -2.719 0.0520
H -0.420 0.020 -2.675 0.0597
H 1.380 -0.751 -0.318 0.0987
H 0.963 -0.337 1.841 0.0838
H 1.190 1.347 2.571 0.0786
H -1.592 1.488 1.412 0.1223
H -1.097 -0.510 0.671 0.0323
```

Summary:
SMILES string: C1=NC1.C=CC
E_tot: -6817.087 eV
Frontier orbital gap: 10.19 eV

=====

[6]
C5H9N in the gas phase, computed with the ωB97M-V functional and the def2-TZVPD basis.

Structure (XYZ):
```
15
Properties=species:S:1:pos:R:3:lowdin_charge:R:1
C -0.182 -0.805 1.288 -0.1945
C 1.152 -0.867 0.514 -0.1523
C -0.666 0.510 0.808 -0.1462
N -0.404 0.628 -0.500 -0.2485
C -1.272 1.109 -1.384 -0.0060
C 0.908 0.002 -0.785 -0.1020
H -0.864 -1.617 0.969 0.1075
H -0.082 -0.871 2.374 0.1043
H 1.925 -0.409 1.147 0.1055
H 1.478 -1.877 0.263 0.0977
H -1.262 1.253 1.307 0.1023
H -2.309 1.123 -1.074 0.0526
H -0.959 1.531 -2.326 0.0462
H 1.660 0.792 -0.842 0.1160
H 0.878 -0.503 -1.760 0.1176
```

Summary:
E_tot: -6818.317 eV
Frontier orbital gap (alpha / beta): 7.50 / 7.50 eV

=====

[7]
C5H9N in the gas phase, computed with the ωB97M-V functional and the def2-TZVPD basis.

Structure (XYZ):
```
15
Properties=species:S:1:pos:R:3:lowdin_charge:R:1
C -0.282 -1.351 1.077 -0.0777
C -0.537 0.100 0.701 -0.3655
C 0.775 0.807 0.314 -0.1006
C -1.059 0.224 -0.756 -0.0840
C 0.380 0.445 -1.133 -0.4099
N 1.128 0.274 -2.136 0.1506
H -1.230 -1.885 1.173 0.0778
H 0.259 -1.421 2.026 0.0784
H 0.320 -1.864 0.311 0.0905
H -1.128 0.626 1.446 0.1271
H 1.695 0.413 0.785 0.1180
H 0.772 1.895 0.467 0.1149
H 1.967 0.510 -1.607 0.0465
H -1.633 1.141 -0.927 0.1182
H -1.590 -0.631 -1.181 0.1157
```

Summary:
SMILES string: CC1CC(=N)C1
E_tot: -6819.691 eV
Frontier orbital gap: 11.02 eV

=====

[8]
C5H9N in the gas phase, computed with the ωB97M-V functional and the def2-TZVPD basis.

Structure (XYZ):
```
15
Properties=species:S:1:pos:R:3:lowdin_charge:R:1
C 1.050 -0.842 1.327 -0.0866
C 0.652 0.276 0.378 -0.3536
C 0.348 -0.162 -1.084 -0.0891
C -0.810 0.790 0.526 -0.0894
C -1.063 0.383 -0.913 -0.3867
N -2.086 0.522 -1.642 0.1332
H 1.088 -0.482 2.361 0.0772
H 2.036 -1.251 1.074 0.0765
H 0.322 -1.662 1.278 0.0816
H 1.385 1.087 0.421 0.1301
H 0.396 -1.244 -1.254 0.1145
H 0.931 0.336 -1.865 0.1119
H -1.901 0.150 -2.577 0.0507
H -0.932 1.861 0.715 0.1136
H -1.415 0.239 1.255 0.1160
```

Summary:
SMILES string: CC1CC(=N)C1
E_tot: -6820.092 eV
Frontier orbital gap: 10.72 eV

=====

- What is the formula in the third record?
  C5H9N